Density functional theory data (wB97M-V/def2-TZVPD) for a molecular structure, C22H28Cl5N4O3RbS2.

Its charge is -2. The orbital gap comes out at 5.934 eV. For the highest occupied orbital energy, the calculation gives -2.1 eV. The calculated total energy comes out at -120311.80154 eV.

Last column: Löwdin charge in e.
Element x y z (Å)
Rb1 0.4760 -0.6279 -0.8422  0.671
C1 5.4971 2.4793 2.0626  -0.111
C2 5.1097 1.0812 1.5959  -0.283
N1 4.9326 1.0000 0.1552  -0.057
C3 3.7084 1.2546 -0.4440  -0.920
S1 3.4952 0.6389 -2.0293  0.399
N2 2.8970 1.9816 0.3046  -0.031
N3 1.6401 2.1009 -0.1922  -0.017
C4 0.8905 2.9766 0.3717  -0.298
C5 1.3471 3.8754 1.4888  -0.055
C6 -0.4930 3.1052 -0.1429  -0.224
C7 -1.2135 4.2916 0.0396  -0.034
C8 -2.4971 4.3926 -0.4647  -0.090
C9 -3.0450 3.3115 -1.1359  -0.073
C10 -2.2643 2.1703 -1.2685  -0.145
N4 -1.0323 2.0653 -0.7900  0.092
H1 5.6052 2.5084 3.1508  0.059
H2 4.7215 3.1847 1.7674  0.049
H3 6.4417 2.7908 1.6104  0.061
H4 4.1939 0.7680 2.1038  0.096
H5 5.8963 0.3717 1.8658  0.105
H6 5.4339 0.2789 -0.3351  0.074
H7 2.1126 3.3565 2.0625  0.056
H8 0.5179 4.1488 2.1429  0.066
H9 1.7995 4.7967 1.1062  0.079
H10 -0.7570 5.1228 0.5596  0.096
H11 -3.0629 5.3085 -0.3362  0.095
H12 -4.0466 3.3352 -1.5443  0.095
H13 -2.6446 1.2861 -1.7706  0.086
Cl1 -4.9871 -1.1933 -7.2462  0.596
C11 -4.1977 -1.1852 -5.7029  -0.742
C12 -2.9682 -0.5472 -5.5284  -0.710
Cl2 -2.2250 0.2322 -6.8874  0.636
C13 -2.3392 -0.5294 -4.2984  -0.604
Cl3 -0.8122 0.2499 -4.0910  0.705
C14 -2.8947 -1.1522 -3.1304  -0.537
O1 -2.3366 -1.1297 -2.0081  -0.175
C15 -4.1550 -1.7989 -3.3656  -0.603
Cl4 -4.8715 -2.5868 -2.0004  0.686
C16 -4.7764 -1.8120 -4.5994  -0.715
Cl5 -6.3011 -2.6185 -4.7900  0.622
C17 -3.9154 -0.2568 0.8537  -0.272
S2 -2.3605 -0.6363 1.6667  0.794
C18 -2.2317 -2.3323 1.1126  -0.259
O2 -2.6564 -0.6544 3.1375  -0.580
H14 -4.6799 -0.9403 1.2266  0.052
H15 -3.7694 -0.3777 -0.2203  0.010
H16 -4.1750 0.7726 1.0986  0.042
H17 -2.4090 -2.3458 0.0348  0.026
H18 -2.9818 -2.9152 1.6502  0.059
H19 -1.2007 -2.6562 1.3091  0.010
C19 2.6534 -2.1248 2.5347  -0.068
C20 1.6940 -3.1550 1.8955  -0.834
C21 0.8867 -3.8259 3.0302  -0.073
C22 2.5533 -4.2423 1.2109  -0.074
O3 0.8715 -2.5499 0.9970  -0.434
H20 3.3422 -2.5691 3.2656  0.064
H21 2.0638 -1.3494 3.0305  0.075
H22 3.2397 -1.6478 1.7440  0.064
H23 1.5231 -4.3200 3.7756  0.060
H24 0.2125 -4.5705 2.5970  0.068
H25 0.2780 -3.0704 3.5338  0.072
H26 3.2371 -4.7521 1.9024  0.060
H27 3.1387 -3.7794 0.4124  0.069
H28 1.8907 -4.9842 0.7572  0.066


Density functional theory data (wB97M-V/def2-TZVPD) for a molecular structure, C9H32Be2O11 in a non-equilibrium geometry.

Its charge is +2. The orbital gap comes out at 4.002 eV. For the highest occupied orbital energy, the calculation gives -14.6 eV. The calculated total energy comes out at -33153.72870 eV.

Last column: Löwdin charge in e.
Element x y z (Å)
Be1 -7.5948 -14.1945 26.3747  1.153
Be2 -11.5573 -11.5773 25.5558  1.296
C1 -9.0946 -12.5569 24.7179  -0.839
O1 -7.9262 -13.0053 24.4156  -0.042
O2 -9.6753 -11.6539 24.0248  -0.032
O3 -9.6667 -13.0589 25.7787  -0.072
C2 -6.0745 -11.2296 26.5194  -0.120
O4 -5.7020 -12.5854 26.7413  -0.107
H1 -7.0691 -11.0918 26.1016  0.044
H2 -6.1005 -10.6226 27.4322  0.100
H3 -5.3845 -10.6934 25.8684  0.102
H4 -4.7400 -12.6035 26.8051  0.117
C3 -5.4387 -11.3070 22.6814  -0.122
O5 -6.4827 -10.7660 23.4861  -0.147
H5 -5.0473 -10.5407 22.0196  0.091
H6 -4.6458 -11.6999 23.3285  0.066
H7 -5.8619 -12.1478 22.1241  0.077
H8 -7.1294 -11.4456 23.7168  0.012
C4 -8.1204 -14.3853 20.9808  -0.110
O6 -9.0066 -14.4490 22.1032  -0.134
H9 -8.0518 -13.3427 20.6644  0.075
H10 -7.1596 -14.7853 21.3218  0.065
H11 -8.3830 -14.9833 20.1123  0.091
H12 -8.6090 -13.9015 22.7866  0.008
C5 -9.7110 -10.3522 20.6584  -0.130
O7 -10.2265 -11.4770 21.3690  -0.133
H13 -8.8368 -10.7343 20.1220  0.079
H14 -10.3857 -9.9370 19.9100  0.088
H15 -9.4225 -9.5284 21.3165  0.073
H16 -9.8369 -11.4884 22.2561  0.005
C6 -5.3392 -14.8453 23.9008  -0.099
O8 -5.6123 -15.3741 25.2010  -0.119
H17 -4.6208 -15.4438 23.3379  0.109
H18 -6.2596 -14.9108 23.3245  0.066
H19 -4.9844 -13.8167 23.9402  0.066
H20 -4.7922 -15.5398 25.6817  0.106
C7 -9.7970 -16.2503 24.5525  -0.090
O9 -8.8272 -16.3164 25.6229  -0.133
H21 -10.7651 -16.6249 24.8892  0.099
H22 -9.8811 -15.2176 24.2305  0.051
H23 -9.4917 -16.8563 23.6993  0.102
H24 -8.8830 -17.2320 25.9268  0.107
C8 -11.4235 -8.3201 23.3746  -0.075
O10 -11.4696 -9.7209 23.7003  -0.163
H25 -10.4919 -7.8990 23.7619  0.088
H26 -11.3820 -8.2577 22.2891  0.095
H27 -12.2835 -7.7933 23.7729  0.098
H28 -10.7198 -10.1690 23.2969  0.017
C9 -9.3106 -9.5899 26.4749  -0.128
O11 -10.7224 -9.3257 26.5072  -0.114
H29 -9.1180 -10.6485 26.6437  0.049
H30 -8.8887 -9.3857 25.4867  0.094
H31 -8.7855 -8.9726 27.2034  0.108
H32 -10.7896 -8.3727 26.3624  0.110


Respective relative energy (zero: lowest compared OMol25 entry of this formula, charge and spin) values: 1.49; 174.45 kJ/mol.